1.
A molecular structure, C72H47I5N5OPPb. Source: the OMol25 dataset; level of theory: ωB97M-V/def2-TZVPD.

Highest occupied orbital energy (spin up / spin down) = -6.0 / -6.1 eV
Gap between HOMO and LUMO (spin up / spin down) = 4.1771 / 4.1897 eV
DFT total energy = -5143.47695 hartree
LUMO energy (spin up / spin down) = -1.849 / -1.871 eV

XYZ file:
```
132
C72H47I5N5OPPb, DFT ωB97M-V/def2-TZVPD
Pb -0.833 0.122 0.677
I -1.239 -3.167 -9.001
C -0.874 -2.691 -6.948
C -2.041 -2.203 -6.244
C -2.090 -1.773 -4.977
C -0.968 -1.812 -4.003
C 0.777 -2.538 -5.096
C 0.376 -2.832 -6.497
C -1.322 -1.336 -2.633
C -1.235 -2.248 -1.559
C -0.808 -3.689 -1.813
C -0.620 -4.150 -0.400
C -1.057 -3.164 0.434
C -1.169 -3.261 1.863
C -0.772 -4.556 2.459
C -1.489 -5.730 2.246
C -1.058 -6.927 2.789
C 0.110 -6.957 3.531
I 0.821 -8.793 4.309
C 0.830 -5.800 3.768
C 0.376 -4.604 3.245
C -1.643 -2.292 2.724
N -1.914 -0.985 2.437
C -2.548 -0.451 3.495
C -3.074 0.846 3.578
C -3.872 1.176 4.788
C -3.368 1.918 5.848
C -4.166 2.221 6.939
C -5.478 1.784 6.963
I -6.709 2.250 8.625
C -6.001 1.042 5.920
C -5.194 0.741 4.839
C -3.066 1.800 2.552
C -3.740 3.076 2.610
C -3.515 3.687 1.421
C -2.728 2.780 0.624
N -2.461 1.664 1.348
C -2.389 3.012 -0.710
C -2.006 2.014 -1.639
C -1.777 2.217 -3.037
C -1.533 0.992 -3.579
C -1.559 0.044 -2.503
N -1.834 0.705 -1.346
C -2.359 4.414 -1.154
C -1.611 5.302 -0.378
C -1.350 6.586 -0.808
C -1.862 7.009 -2.020
I -1.373 8.944 -2.720
C -2.683 6.183 -2.767
C -2.936 4.895 -2.328
C -2.658 -1.444 4.544
C -2.076 -2.569 4.079
N -1.385 -2.003 -0.273
H -2.956 -2.169 -6.819
H -3.025 -1.382 -4.602
H 1.831 -2.759 -4.929
H 1.153 -3.170 -7.168
H -1.574 -4.300 -2.308
H -0.310 -5.141 -0.128
H -2.401 -5.703 1.667
H -1.628 -7.829 2.625
H 1.740 -5.822 4.348
H 0.920 -3.691 3.432
H -2.342 2.258 5.829
H -3.767 2.790 7.764
H -7.024 0.700 5.945
H -5.589 0.165 4.017
H -4.319 3.435 3.441
H -3.879 4.638 1.081
H -1.777 3.157 -3.550
H -1.377 0.774 -4.615
H -1.200 4.959 0.558
H -0.736 7.241 -0.209
H -3.112 6.538 -3.692
H -3.595 4.262 -2.905
H -3.121 -1.285 5.499
H -1.999 -3.525 4.563
I 2.181 -1.243 2.134
C 3.859 -2.271 1.289
C 4.466 -3.140 2.160
C 5.646 -3.809 1.822
C 6.213 -3.583 0.604
C 5.599 -2.724 -0.330
C 6.211 -2.543 -1.586
C 5.639 -1.751 -2.538
C 4.431 -1.119 -2.251
C 3.798 -1.248 -1.033
P 2.218 -0.269 -0.955
C 3.127 1.311 -1.167
C 3.655 1.739 0.053
C 4.381 2.907 0.142
C 4.595 3.673 -0.993
C 4.074 3.257 -2.206
C 3.340 2.086 -2.296
C 1.501 -1.031 -2.489
C 1.080 -2.286 -2.070
C 0.399 -3.463 -2.727
C -0.196 -3.143 -4.079
C 0.329 -1.119 -4.661
C 1.175 -0.432 -3.687
C 4.372 -2.049 -0.014
H 4.038 -3.298 3.137
H 6.107 -4.472 2.538
H 7.147 -4.053 0.332
H 7.143 -3.053 -1.781
H 6.098 -1.614 -3.506
H 3.971 -0.504 -3.012
H 3.494 1.142 0.941
H 4.780 3.217 1.097
H 5.171 4.586 -0.930
H 4.245 3.846 -3.097
H 2.948 1.782 -3.254
H 1.352 -2.528 -1.042
H 1.079 -4.322 -2.798
H -0.769 -3.998 -4.451
H 0.107 -0.477 -5.514
H 1.424 0.596 -3.885
O 0.267 1.344 3.139
C 0.889 2.591 3.026
C 0.956 3.199 1.642
C 1.454 4.497 1.516
C 1.592 5.040 0.254
C 1.216 4.285 -0.848
C 0.733 3.011 -0.621
N 0.597 2.485 0.588
H -0.689 1.444 3.047
H 1.924 2.436 3.355
H 0.435 3.326 3.709
H 1.729 5.056 2.398
H 1.969 6.042 0.126
H 1.297 4.681 -1.848
H 0.440 2.376 -1.444
```



2.
A molecular structure, C72H62N2O5S3SeTeTi. Source: the OMol25 dataset; level of theory: ωB97M-V/def2-TZVPD.

Highest occupied orbital energy = -12.2 eV
Gap between HOMO and LUMO = 6.7514 eV
DFT total energy = -7979.68208 hartree
Total charge = +2
LUMO energy = -5.488 eV

XYZ file:
```
147
C72H62N2O5S3SeTeTi, DFT ωB97M-V/def2-TZVPD
Ti 0.731 0.108 0.809
C -5.576 5.546 -7.260
C -4.847 5.036 -6.047
C -5.520 4.321 -5.055
C -4.854 3.841 -3.941
C -3.494 4.088 -3.816
C -2.804 4.815 -4.774
C -3.485 5.280 -5.889
S -2.621 3.457 -2.414
O -3.480 3.619 -1.206
C -2.595 1.713 -2.862
C -1.822 1.415 -4.013
C -1.661 0.127 -4.405
C -2.228 -0.935 -3.653
C -2.027 -2.283 -4.032
C -2.547 -3.300 -3.286
C -3.295 -3.010 -2.124
C -3.516 -1.717 -1.743
C -2.989 -0.643 -2.501
C -3.194 0.724 -2.119
C -4.108 0.956 -0.946
C -5.512 0.824 -1.112
C -6.092 0.673 -2.399
C -7.446 0.611 -2.541
C -8.287 0.685 -1.406
C -7.755 0.814 -0.157
C -6.354 0.888 0.023
C -5.780 1.022 1.321
C -4.439 1.160 1.475
C -3.623 1.139 0.320
S -1.943 1.567 0.322
O -1.136 0.268 0.714
C -1.836 2.567 1.794
C -2.430 3.825 1.741
C -2.317 4.655 2.842
C -1.630 4.254 3.994
C -1.534 5.174 5.180
C -1.049 2.991 4.011
C -1.141 2.146 2.911
H -6.616 5.227 -7.264
H -5.104 5.184 -8.175
H -5.555 6.636 -7.294
H -6.583 4.142 -5.160
H -5.382 3.298 -3.166
H -1.747 5.017 -4.652
H -2.955 5.848 -6.644
H -1.373 2.221 -4.582
H -1.091 -0.106 -5.297
H -1.452 -2.490 -4.927
H -2.391 -4.329 -3.581
H -3.699 -3.819 -1.531
H -4.091 -1.517 -0.847
H -5.449 0.612 -3.268
H -7.884 0.500 -3.525
H -9.361 0.635 -1.534
H -8.397 0.866 0.714
H -6.428 1.005 2.188
H -3.997 1.248 2.460
H -2.974 4.137 0.856
H -2.783 5.633 2.814
H -2.527 5.456 5.531
H -1.013 6.096 4.916
H -1.001 4.706 6.005
H -0.544 2.643 4.905
H -0.733 1.146 2.969
C 1.392 -4.868 6.239
C 1.277 -3.867 5.122
C 0.321 -2.866 5.130
C 0.197 -1.964 4.078
C -0.967 -1.018 4.097
O -1.631 -0.834 3.096
C -1.296 -0.294 5.362
C -2.611 0.114 5.568
C -2.945 0.824 6.709
C -1.962 1.149 7.638
C -0.646 0.755 7.431
C -0.316 0.023 6.300
C 1.069 -2.042 3.002
O 0.956 -1.082 2.027
C 2.067 -3.020 2.961
C 2.129 -3.919 4.024
C 3.059 -3.174 1.848
N 2.977 -2.396 0.852
C 3.968 -2.382 -0.202
C 4.765 -1.086 -0.078
Te 3.621 0.588 0.613
C 3.952 0.410 2.689
C 2.979 0.914 3.549
C 3.156 0.844 4.922
C 4.304 0.264 5.445
C 5.284 -0.215 4.589
C 5.117 -0.133 3.211
C 4.126 -4.220 1.989
C 4.014 -5.432 1.319
C 5.023 -6.380 1.421
C 6.148 -6.118 2.190
C 6.263 -4.909 2.863
C 5.252 -3.963 2.766
H 0.648 -4.687 7.013
H 2.380 -4.826 6.700
H 1.252 -5.884 5.865
H -0.377 -2.798 5.957
H -3.359 -0.139 4.828
H -3.971 1.121 6.882
H -2.224 1.704 8.529
H 0.116 1.006 8.158
H 0.705 -0.302 6.142
H 2.885 -4.693 3.991
H 4.671 -3.219 -0.171
H 3.443 -2.406 -1.154
H 5.211 -0.772 -1.018
H 5.552 -1.186 0.669
H 2.080 1.388 3.160
H 2.399 1.245 5.584
H 4.443 0.203 6.516
H 6.194 -0.641 4.992
H 5.908 -0.489 2.564
H 3.135 -5.636 0.718
H 4.931 -7.322 0.897
H 6.934 -6.858 2.269
H 7.139 -4.705 3.466
H 5.328 -3.023 3.302
Se 0.444 -0.866 -1.414
C 1.940 -0.798 -2.583
C 2.144 -1.883 -3.424
C 3.204 -1.836 -4.320
N 4.050 -0.810 -4.418
C 3.824 0.234 -3.626
C 2.783 0.295 -2.709
H 1.506 -2.756 -3.374
H 3.386 -2.671 -4.986
H 4.509 1.070 -3.726
H 2.624 1.194 -2.131
O 0.976 2.093 0.379
S 0.585 3.562 0.066
C 1.857 4.115 -1.100
C 2.721 5.153 -0.373
C 2.720 4.765 1.104
C 1.255 4.512 1.437
H 1.345 4.492 -1.984
H 2.401 3.210 -1.370
H 2.281 6.144 -0.495
H 3.722 5.182 -0.799
H 3.137 5.546 1.738
H 3.303 3.855 1.262
H 0.670 5.435 1.459
H 1.046 3.944 2.344
```